No. 1
69
Properties=species:S:1:pos:R:3:forces:R:3 method="wB97M-V/def2-TZVPD" total_energy_ha=-2322.10227 total_charge=+1 multiplicity=2
V -0.0999 -1.0959 0.5690 0.7 -1.3 -0.7
C 2.8026 2.0075 -2.3126 0.0 0.0 0.1
C 1.7097 1.2347 -3.0473 0.1 -0.1 -0.2
C 0.5195 2.1144 -3.4290 0.0 0.0 0.0
C 1.3164 -0.1294 -2.4772 0.0 0.0 0.2
C 0.9610 -1.0400 -3.4444 0.0 -0.2 -0.1
C 0.7936 -2.4106 -3.2112 0.0 0.1 0.0
C 1.1215 -2.8997 -1.9806 0.0 0.0 0.1
C 1.4780 -2.0385 -0.9214 -0.1 0.1 0.0
C 2.1548 -2.7476 0.2785 0.1 -0.1 -0.1
C 3.1255 -1.9479 1.1452 0.0 0.1 0.1
C 1.1485 -3.5452 1.1218 -0.2 0.2 -0.1
C 1.4326 -0.6186 -1.1255 0.0 0.5 0.4
N 1.3412 0.0513 0.1128 0.2 0.1 -0.2
C 1.2813 1.4260 0.4602 -0.1 -0.2 0.0
C -0.7672 1.7761 0.8270 -0.3 -0.2 -0.2
C -1.9996 2.6024 1.0189 0.0 0.1 0.0
C -3.0605 1.8860 0.6360 0.2 -0.2 0.0
C -2.5607 0.5493 0.2496 -0.1 0.1 0.1
N -1.2878 0.4736 0.4138 -0.2 0.8 0.0
C -3.3165 -0.6582 -0.2456 0.1 0.1 -0.1
C -4.5771 -0.2191 -0.9943 0.0 0.0 0.0
C -3.6997 -1.5299 0.9527 0.0 -0.1 0.2
C -2.4037 -1.4396 -1.2077 0.1 -0.1 0.0
H 3.3797 2.5893 -3.0314 0.0 0.0 0.0
H 3.5034 1.3486 -1.7968 0.0 0.0 0.0
H 2.4046 2.7201 -1.5990 -0.1 0.1 0.2
H 2.1715 0.9463 -3.9984 0.0 0.1 0.1
H -0.0536 2.4056 -2.5548 0.0 0.0 0.1
H -0.1407 1.5907 -4.1217 0.0 0.0 0.0
H 0.8742 3.0136 -3.9331 0.0 0.1 0.0
H 0.8703 -0.6748 -4.4614 0.0 0.0 0.0
H 0.5195 -3.0723 -4.0189 0.0 0.0 0.0
H 1.1532 -3.9693 -1.8061 0.0 0.0 0.0
H 2.7761 -3.5024 -0.2163 -0.1 0.0 0.1
H 2.6275 -1.3421 1.9030 0.0 0.0 0.0
H 3.7384 -1.2804 0.5414 0.0 0.0 0.0
H 3.7876 -2.6514 1.6521 0.0 0.0 0.0
H 0.2972 -2.9359 1.4713 -0.1 -0.1 0.2
H 1.5982 -3.9306 2.0364 0.1 -0.1 0.0
H 0.7088 -4.3669 0.5583 0.0 0.0 0.0
H 2.2447 1.9330 0.4515 0.0 0.0 0.0
H -1.9928 3.6397 1.3090 0.0 0.0 0.0
H -4.0877 2.2055 0.5829 0.0 0.0 0.0
H -5.2800 0.2765 -0.3256 0.0 0.0 0.0
H -5.0816 -1.0883 -1.4165 0.0 0.0 0.0
H -4.3428 0.4632 -1.8122 0.0 0.0 0.0
H -4.3848 -1.0109 1.6235 0.0 0.0 0.0
H -2.8234 -1.8253 1.5430 0.0 0.1 -0.1
H -4.1879 -2.4433 0.6109 0.0 0.0 0.0
H -1.9797 -0.7981 -1.9818 0.0 0.0 0.0
H -2.9716 -2.2405 -1.6854 0.0 0.1 0.0
H -1.5508 -1.9925 -0.7501 -0.2 0.1 0.2
N 0.8633 0.7051 4.1045 0.0 0.0 0.0
C 0.6514 -0.4925 4.7448 0.1 0.0 0.0
C 0.1111 -1.3200 3.8156 0.0 -0.1 0.0
N -0.0144 -0.6442 2.6195 -0.1 0.1 0.3
C 0.4415 0.5760 2.8321 -0.2 0.1 -0.2
C 0.4572 1.6312 1.7939 0.1 0.1 0.1
N 0.1971 2.2524 -0.2180 0.1 0.2 -0.1
C 0.5273 3.6314 0.1022 0.0 0.0 0.0
C 0.8134 3.9387 1.3636 0.0 0.1 -0.1
N 0.8209 2.9251 2.3425 0.1 0.0 0.1
H 1.3242 1.5158 4.4850 0.0 0.0 0.0
H 0.9046 -0.6414 5.7771 0.0 0.0 0.1
H -0.1873 -2.3485 3.9219 0.0 0.0 0.0
H 0.5578 4.3427 -0.7082 0.0 0.0 -0.1
H 1.0555 4.9364 1.6969 0.0 0.0 0.0
H 0.2855 3.1833 3.1641 0.0 0.0 0.0



No. 2
169
Properties=species:S:1:pos:R:3:forces:R:3 method="wB97M-V/def2-TZVPD" total_energy_ha=-6944.62538 total_charge=-1
C -1.0233 -5.8979 0.1523 0.3 0.3 0.1
C -0.4399 -4.5673 0.5116 -0.7 0.4 0.5
N -1.1861 -3.7763 1.1607 0.1 0.2 0.2
C 0.9587 -4.2229 0.1277 0.1 -0.4 -0.1
C 1.0514 -3.3776 -1.1299 -0.4 -1.0 -0.5
C -0.0008 -3.8439 -2.1240 0.4 0.9 0.7
C 0.1040 -3.0953 -3.3679 -1.5 -0.7 0.8
C -0.5475 -3.6918 -4.5022 1.7 0.0 -1.7
O 0.9219 -3.6135 -4.3291 1.3 0.5 -1.6
O 0.8546 -2.0125 -0.9075 0.1 -0.2 -0.2
C 1.8017 -1.4872 -0.0039 -0.1 0.8 0.8
C 1.1728 -1.2976 1.3981 0.9 -0.3 0.7
O 1.8855 -1.6275 2.3756 -0.3 0.1 -0.6
O 0.0271 -0.8386 1.3768 -1.2 0.4 0.2
C 2.3728 -0.1506 -0.5817 0.3 -0.8 -1.2
C 2.4582 0.9482 0.4460 0.2 0.4 0.2
C 3.0240 2.2423 -0.0667 -0.3 0.2 0.5
O 2.3330 3.3317 0.6157 -0.4 -0.2 -0.2
C 2.3644 4.4758 -0.0774 1.6 1.0 0.9
O 3.2629 5.2814 0.0207 -0.8 -0.6 -0.2
N 1.5764 0.1863 -1.7712 -0.2 0.1 0.1
C 0.4157 0.9798 -1.3537 -0.1 0.4 -1.0
C -0.8502 0.8865 -2.1997 -0.3 0.1 0.5
C -1.9555 0.2967 -1.3296 0.1 -0.4 -0.6
C -3.2655 -0.0557 -2.0144 -0.3 -0.1 1.3
N -3.8996 -1.2011 -1.3165 0.2 0.3 -0.8
C -4.5125 -0.7995 -0.0550 0.1 -0.8 0.3
C -4.8293 -1.8935 -2.1338 0.4 -1.1 -0.1
C -5.8020 -1.1068 -2.9686 0.6 0.1 0.2
O -4.8577 -3.1058 -2.1720 -0.1 0.6 0.2
P 4.0968 -0.5857 -1.1746 1.3 0.5 1.2
S 5.5532 -0.0301 0.0154 -0.1 0.2 -0.1
P 2.7542 -3.7061 -1.8781 1.4 -0.4 1.6
O 2.5505 -5.0548 -2.7489 0.0 -0.1 -0.6
O 2.8847 -2.4475 -2.9086 -0.8 0.0 -0.6
H -1.7188 -5.7911 -0.6599 -0.2 -0.1 -0.6
H -0.2536 -6.6150 -0.0607 0.2 -0.5 -0.3
H -1.5782 -6.2080 1.0130 -0.4 -0.4 0.4
H -0.6865 -2.9043 1.3491 -0.2 0.2 0.0
H 1.4915 -5.1372 -0.0618 0.4 -0.6 -0.2
H 1.4593 -3.7704 0.9666 0.3 0.4 0.3
H -1.0003 -3.6387 -1.7698 -0.4 -0.3 0.6
H 0.1634 -4.8641 -2.4178 -0.3 -0.7 0.5
H 0.0603 -2.0504 -3.3097 0.0 1.6 0.1
H -0.5775 -4.7422 -4.6655 -1.8 -0.7 0.4
H -0.8206 -3.0159 -5.2814 -0.6 0.0 -0.6
H 2.6186 -2.1684 0.1533 0.4 -0.5 0.0
H 3.0287 0.6189 1.2897 0.4 -0.3 0.5
H 1.4859 1.1781 0.8318 -0.6 -0.1 0.2
H 4.0574 2.3270 0.1838 0.8 0.1 -0.2
H 2.8620 2.3526 -1.1312 0.1 0.1 -0.5
H 1.5067 4.6698 -0.6975 -0.7 -0.1 -0.3
H 2.1142 0.6838 -2.4655 0.1 0.3 0.0
H 0.7145 2.0178 -1.3179 0.1 0.6 0.1
H 0.1420 0.7269 -0.3480 -0.1 -0.5 0.4
H -0.7141 0.3946 -3.1500 0.2 -0.5 -0.3
H -1.1495 1.8957 -2.4297 -0.1 0.5 -0.4
H -2.1626 1.0403 -0.5818 -0.1 0.3 0.6
H -1.5895 -0.5606 -0.7908 0.3 -0.5 0.1
H -3.1535 -0.2674 -3.0623 0.1 -0.2 -0.5
H -3.9227 0.7897 -1.8694 -0.3 0.6 -0.6
H -5.5929 -0.7193 -0.0988 -0.4 0.2 -0.2
H -4.1215 0.1288 0.3095 0.3 0.6 0.0
H -4.2911 -1.5391 0.6923 0.1 -0.4 0.4
H -5.5135 -0.0761 -3.0521 0.0 0.5 -0.1
H -5.8257 -1.5599 -3.9382 -0.3 -0.2 -0.6
H -6.7585 -1.1713 -2.4841 -0.6 -0.1 0.1
H 4.2334 -0.0603 -2.4706 -0.3 -0.1 -0.2
H 4.1744 -1.9658 -1.3063 0.0 0.2 0.0
H 2.0094 -4.8980 -3.5415 -0.3 0.1 -0.1
H 2.1460 -1.8247 -2.7734 -0.1 0.2 -0.2
C -7.8124 4.3043 2.3671 0.2 0.2 -0.2
C -8.3788 3.2252 1.4744 -0.3 0.0 0.5
O -7.9350 3.3790 0.1089 -0.2 0.0 0.0
C -6.7300 2.9089 -0.1550 -0.1 0.0 0.1
O -5.9832 2.3802 0.6101 0.2 -0.1 0.0
C -6.4247 3.1067 -1.6523 0.0 0.0 0.2
F -6.7774 4.3275 -2.0583 0.0 0.1 -0.1
F -7.1101 2.2108 -2.3735 -0.1 -0.1 -0.1
F -5.1339 2.9415 -1.8903 0.2 0.0 -0.1
H -8.0546 5.2920 1.9735 -0.1 0.0 0.0
H -8.2191 4.2149 3.3732 0.0 0.0 0.0
H -6.7277 4.2304 2.4279 0.0 -0.1 0.1
H -9.4630 3.2905 1.4332 0.0 0.1 -0.2
H -8.1214 2.2319 1.8370 0.2 0.0 -0.1
C 4.8277 6.7329 -1.8894 0.2 -0.1 -0.4
C 5.7398 7.6346 -2.6901 -0.3 0.2 0.4
O 6.7490 6.8819 -3.4017 0.1 0.1 0.1
C 6.3703 6.3469 -4.5418 0.0 0.0 0.1
O 5.2952 6.4187 -5.0589 -0.2 0.0 -0.2
C 7.5654 5.6187 -5.1886 -0.1 0.0 0.1
F 8.2258 4.8837 -4.2987 0.1 -0.1 0.1
F 8.4139 6.5204 -5.7030 0.1 0.1 -0.1
F 7.1506 4.8290 -6.1685 0.0 -0.1 -0.2
H 5.3977 6.1059 -1.2085 0.0 0.1 0.1
H 4.1271 7.3257 -1.3088 0.0 0.0 0.0
H 4.2602 6.0735 -2.5436 -0.1 0.0 0.0
H 6.2917 8.3011 -2.0319 0.2 -0.1 0.0
H 5.1842 8.2505 -3.3959 0.0 -0.1 -0.1
C 2.0359 -6.0429 6.4276 0.0 0.1 -0.2
C 1.9623 -7.4381 5.8467 0.0 0.0 0.5
O 1.6068 -7.4041 4.4519 -0.1 -0.1 0.1
C 2.5911 -7.1578 3.6070 0.0 0.0 0.0
O 3.7405 -6.9758 3.8681 0.2 0.0 0.0
C 2.0380 -7.1708 2.1694 -0.1 0.0 0.1
F 0.8832 -6.5038 2.1146 0.2 0.0 0.0
F 1.8050 -8.4309 1.7671 -0.1 -0.2 0.1
F 2.9071 -6.6386 1.3301 0.1 0.2 -0.1
H 1.1002 -5.5106 6.2585 -0.1 0.0 0.1
H 2.2252 -6.0920 7.4991 0.0 0.0 0.0
H 2.8323 -5.4656 5.9610 0.1 0.0 0.0
H 1.1754 -8.0124 6.3294 -0.1 0.0 -0.1
H 2.8976 -7.9800 5.9773 0.1 0.0 -0.2
C -2.1492 -1.0104 4.8228 -0.1 0.0 0.4
C -1.8806 -2.4836 4.6359 0.1 0.3 -0.6
O -1.5833 -3.1321 5.9051 0.2 0.0 -0.2
C -2.6023 -3.4734 6.6496 0.0 0.0 -0.1
O -3.7680 -3.3233 6.4284 -0.2 0.0 0.1
C -2.0837 -4.1834 7.9174 -0.1 0.1 0.0
F -1.0509 -3.5333 8.4577 0.1 0.0 0.1
F -1.6793 -5.4250 7.6161 0.1 -0.2 0.0
F -3.0428 -4.2715 8.8326 -0.1 -0.1 0.1
H -1.3142 -0.5346 5.3364 0.1 0.0 -0.1
H -2.2813 -0.5367 3.8522 0.1 0.0 -0.1
H -3.0462 -0.8462 5.4223 -0.1 0.0 -0.1
H -0.9968 -2.6233 4.0198 0.1 -0.1 0.1
H -2.7088 -2.9887 4.1455 -0.1 -0.1 0.2
C 1.3357 8.1783 -5.9518 -0.1 -0.1 0.3
C 1.6149 6.7695 -6.4250 0.1 0.3 -0.4
O 1.7302 5.8592 -5.3158 0.2 0.0 -0.1
C 0.6034 5.4081 -4.8044 0.1 0.0 -0.1
O -0.5101 5.6615 -5.1515 -0.2 0.0 0.0
C 0.9362 4.4256 -3.6664 0.0 0.1 0.0
F 1.8963 4.9240 -2.8806 0.1 0.0 -0.1
F 1.3703 3.2687 -4.1737 0.1 -0.2 0.0
F -0.1324 4.1844 -2.9217 -0.1 0.0 0.1
H 2.0977 8.4961 -5.2406 0.1 0.0 -0.1
H 1.3333 8.8646 -6.7973 0.0 0.0 0.0
H 0.3694 8.2400 -5.4530 -0.1 0.0 -0.1
H 2.5727 6.7199 -6.9356 0.1 -0.1 0.1
H 0.8507 6.4170 -7.1153 -0.1 -0.1 0.1
C 7.0562 -6.2190 -4.0439 0.2 0.2 0.1
C 6.0673 -5.0943 -4.2569 -0.2 -0.4 -0.2
O 6.4062 -3.9441 -3.4636 -0.2 -0.1 0.1
C 7.3340 -3.1395 -3.9370 0.0 0.0 0.0
O 7.9436 -3.2479 -4.9599 0.1 0.0 -0.1
C 7.4875 -1.9556 -2.9642 0.0 -0.1 0.0
F 7.5313 -2.3796 -1.7084 0.0 0.0 0.2
F 6.4297 -1.1507 -3.1174 0.0 0.2 -0.1
F 8.5932 -1.2645 -3.2120 0.1 0.1 -0.1
H 7.1299 -6.4617 -2.9842 -0.1 -0.1 0.0
H 6.7372 -7.1069 -4.5882 0.0 0.0 0.0
H 8.0502 -5.9382 -4.3903 0.0 0.0 -0.1
H 5.0748 -5.3872 -3.9240 0.0 0.1 0.2
H 5.9967 -4.8127 -5.3061 0.1 0.1 0.0
C -7.4846 4.2496 9.2232 0.0 -0.2 -0.2
C -6.5653 5.1199 8.3955 -0.2 0.2 0.4
O -5.7712 4.3307 7.4889 0.1 0.1 0.1
C -6.3586 3.9682 6.3665 0.1 0.0 0.0
O -7.4730 4.2242 6.0194 -0.2 0.0 -0.1
C -5.3665 3.1718 5.4952 -0.1 0.0 0.1
F -4.7087 2.2735 6.2218 0.1 -0.1 0.0
F -4.4834 4.0122 4.9500 0.1 0.1 -0.1
F -6.0149 2.5461 4.5242 0.0 -0.1 -0.2
H -6.9130 3.4831 9.7457 0.0 0.0 0.1
H -8.0154 4.8550 9.9563 0.0 0.0 0.0
H -8.2172 3.7456 8.5949 0.0 0.1 0.0
H -5.8487 5.6329 9.0314 0.2 -0.1 -0.1
H -7.1179 5.8759 7.8410 0.0 -0.1 -0.2



No. 3
36
Properties=species:S:1:pos:R:3:forces:R:3 method="wB97M-V/def2-TZVPD" e_above_lowest_ev=0.531 total_energy_ha=-1026.33719 total_charge=0
Hg -0.2096 0.2355 -0.2732 1.6 1.3 2.3
C 3.8878 1.5888 -0.8796 -0.3 0.5 -0.2
C 2.6772 1.7237 0.0956 0.4 0.1 -1.5
O 1.4713 1.7671 -0.5993 -0.6 -0.9 0.2
H 3.9010 2.3994 -1.6137 0.0 0.3 0.3
H 3.8645 0.7135 -1.5385 -0.2 -0.4 0.4
H 4.8263 1.5810 -0.3197 0.1 0.0 -0.1
H 2.7713 2.6896 0.6042 0.4 0.0 0.4
H 2.8587 0.9121 0.8120 -0.6 -0.1 0.3
C 1.0385 -0.6268 2.7484 -0.9 0.6 -0.6
O -0.0670 -0.6147 1.8896 -0.8 -0.2 -0.6
H 0.6854 -0.7776 3.7807 0.2 0.0 0.1
H 1.7432 -1.4396 2.5202 0.3 0.2 0.0
H 1.4961 0.3706 2.6921 0.7 -0.3 0.3
C -1.6099 -2.9278 -1.0536 2.6 -0.1 -0.2
O -1.5852 -1.7179 -0.8326 -1.4 -0.8 -0.5
N -1.4480 -3.4470 -2.3223 -0.6 0.8 -0.1
N -1.4019 -3.8479 -0.0796 -0.8 0.9 0.3
H -1.6704 -2.8131 -3.0711 0.0 -0.2 -0.1
H -1.4407 -4.4284 -2.5169 -0.2 -0.1 0.0
H -1.2155 -4.7989 -0.3150 0.0 -0.3 0.4
H -1.3685 -3.4499 0.8497 0.2 -0.5 0.0
C -2.5193 2.1539 1.0102 1.8 -1.7 0.1
O -2.1836 1.3085 0.1647 -1.6 0.7 -0.6
N -3.2921 3.2177 0.7580 -0.5 0.8 0.2
N -2.0543 2.0190 2.2772 -0.6 0.8 0.2
H -3.5202 3.8367 1.5140 -0.1 0.0 0.0
H -3.5798 3.4926 -0.1611 0.2 -0.3 -0.2
H -1.9913 2.8664 2.8129 0.1 -0.3 0.4
H -1.5192 1.1989 2.5413 0.3 -0.1 -0.4
O 1.3863 -1.1654 -1.1517 0.8 -1.5 -0.7
H 1.2892 -2.0674 -0.8157 0.0 0.1 0.0
H 2.2858 -1.1191 -1.5027 -0.1 0.4 0.1
O -0.9007 0.6047 -2.4871 -0.4 0.1 -0.9
H -0.7582 -0.2187 -2.9682 0.1 0.0 0.1
H -1.8473 0.7805 -2.5693 0.1 0.0 0.2



No. 4
50
Properties=species:S:1:pos:R:3:forces:R:3 method="wB97M-V/def2-TZVPD" e_above_lowest_ev=0.000 total_energy_ha=-2804.04470 total_charge=+3
Sc 0.0034 0.0529 1.0805 0.0 -0.4 0.2
Cl -0.3737 -0.3176 3.7413 0.1 0.1 0.0
C 0.0506 1.3765 4.1726 0.0 -0.1 0.0
Cl 0.4865 2.2172 2.6616 0.0 -0.1 0.0
H 0.9151 1.3472 4.8266 0.0 0.0 0.0
H -0.8251 1.8471 4.6056 0.0 0.0 0.0
C 3.0066 4.0610 -1.9195 0.0 0.0 0.0
C 1.7829 4.0689 -2.5831 -0.1 0.0 0.0
C 0.7284 3.3081 -2.1160 0.2 0.0 0.0
C 0.9176 2.5221 -0.9736 -0.3 -0.1 0.0
C 2.1478 2.4954 -0.3143 0.1 0.1 0.0
C 3.1897 3.2770 -0.7864 -0.1 0.0 0.0
N -0.1635 1.7586 -0.4278 0.1 0.2 -0.3
N -1.2931 2.0285 -0.8899 0.0 -0.2 0.2
C -2.3675 1.2927 -0.3456 0.0 0.2 -0.2
C -3.6344 1.5957 -0.8015 0.1 -0.1 0.1
C -4.7103 0.9079 -0.2474 0.0 0.0 0.0
C -4.4707 -0.0450 0.7298 0.1 0.0 0.1
C -3.1648 -0.2947 1.1203 0.0 0.0 0.0
N -2.1163 0.3603 0.5962 -0.1 0.0 0.0
H 3.8204 4.6702 -2.2897 0.0 0.0 0.0
H 1.6492 4.6772 -3.4669 0.0 0.0 0.0
H -0.2220 3.3223 -2.6270 0.0 0.0 0.0
H 2.3121 1.8920 0.5681 0.0 0.0 0.0
H 4.1386 3.2816 -0.2682 0.0 0.0 0.0
H -3.7630 2.3553 -1.5595 0.0 0.0 0.0
H -5.7200 1.1198 -0.5745 0.0 0.0 0.0
H -5.2793 -0.5944 1.1910 0.0 0.0 0.0
H -2.9462 -1.0384 1.8754 0.0 0.0 0.0
C 3.8874 -1.0845 -0.5884 0.0 -0.1 0.0
C 2.4033 -1.1170 -0.5844 -0.1 0.0 0.0
O 1.7368 -0.4903 0.3081 0.0 0.1 0.1
N 1.7272 -1.7687 -1.5044 0.1 0.0 0.1
C 0.2634 -1.8097 -1.5124 0.0 0.1 -0.1
C -0.2977 -2.6914 -0.4186 0.0 -0.1 0.1
C -0.5725 -4.0168 -0.7000 0.0 0.1 0.0
C -1.0449 -4.8536 0.3032 0.0 0.0 0.0
C -1.2314 -4.3264 1.5684 0.0 0.1 0.0
C -0.9482 -2.9895 1.7751 0.0 0.0 0.1
N -0.4911 -2.1666 0.8168 0.1 0.1 -0.2
H 4.2467 -0.7151 0.3672 0.0 0.0 0.0
H 4.2302 -0.4172 -1.3832 0.0 0.0 0.0
H 4.2951 -2.0767 -0.7822 0.0 0.0 0.0
H 2.2356 -2.2621 -2.2271 0.0 0.0 0.0
H -0.0448 -2.1933 -2.4825 0.0 0.0 0.0
H -0.1194 -0.7815 -1.4753 0.0 0.0 0.1
H -0.4209 -4.3929 -1.7032 0.0 0.0 0.0
H -1.2625 -5.8929 0.0950 0.0 0.0 0.0
H -1.5922 -4.9304 2.3890 0.0 0.0 0.0
H -1.0993 -2.5686 2.7607 0.0 0.0 0.0